{
  "formula": "C5H18O3",
  "method": "ωB97M-V with the def2-TZVPD basis set",
  "fmax_ev_per_a": 1.63,
  "multiplicity": 1,
  "de_lowest_kcal_mol": 17.1,
  "lumo_energy_ev": 0.5178,
  "e_homo_ev": -10.7,
  "gap_ev": 11.2,
  "elements": ["C", "C", "C", "C", "C", "H", "H", "H", "H", "H", "H", "H", "H", "H", "H", "H", "H", "O", "H", "H", "O", "H", "H", "O", "H", "H"],
  "positions_angstrom": [[1.255133, 1.310971, 1.228576], [-0.274923, 1.535332, 1.220468], [-1.086018, 0.266242, 1.095714], [-0.981556, -0.390641, -0.306763], [-1.852274, 0.353827, -1.311472], [1.638811, 1.528021, 0.223837], [1.782332, 2.072262, 1.801104], [1.481920, 0.296941, 1.540093], [-0.521307, 1.975665, 2.190034], [-0.528317, 2.254632, 0.443217], [-0.805255, -0.566925, 1.752183], [-2.129849, 0.457086, 1.362095], [0.082180, -0.387600, -0.542092], [-1.302285, -1.431708, -0.288303], [-1.689747, 0.054726, -2.354184], [-2.897764, 0.274105, -1.026715], [-1.616473, 1.418464, -1.445743], [1.283026, -2.213509, -3.426323], [0.850904, -2.422021, -4.249291], [1.181687, -2.934027, -2.775203], [3.577197, 0.578656, -3.956424], [4.148943, -0.183668, -4.155292], [2.837818, 0.373809, -4.549186], [-1.352882, -1.284373, 6.202788], [-1.930341, -2.012448, 5.975362], [-1.150959, -0.923820, 5.351519]],
  "forces_ev_per_a": [[-0.4, 0.8, -1.1], [0.7, -0.1, 1.2], [-0.5, -1.3, -0.8], [-0.3, 0.9, 0.3], [0.7, 0.6, -1.0], [0.1, -0.7, 0.0], [-0.1, -0.2, 0.6], [0.4, 0.0, 0.1], [-0.2, 0.2, -0.1], [-0.2, 0.0, 0.0], [0.5, 0.6, 0.6], [-0.1, 0.1, -0.2], [0.0, 0.0, -0.5], [0.0, -0.1, 0.2], [-0.3, -0.7, 0.2], [-0.1, -0.1, -0.2], [0.0, 0.0, 0.8], [0.5, 0.1, 0.9], [-0.3, -0.5, -0.1], [-0.2, 0.4, -0.9], [0.1, -0.8, -0.7], [0.0, 0.4, 0.4], [-0.1, 0.3, 0.4], [-0.1, -0.2, 0.5], [-0.2, -0.3, 0.2], [0.4, 0.6, -0.7]]
}